## one
The following is a quantum chemistry calculation of an isolated molecule of C2H5N3OS2, from the OMol25 dataset.

XYZ file:
```
13
Properties=species:S:1:pos:R:3:lowdin_charge:R:1
C 0.22 -0.84 0.70 -0.850
C 0.36 0.39 -0.16 -0.476
H 1.41 0.30 2.05 0.023
H 1.09 -1.17 2.58 0.101
H 1.06 2.07 -0.61 0.203
H 3.30 0.48 0.34 0.176
H -2.71 0.00 0.19 -0.051
N 1.18 -0.56 1.76 0.080
N 1.48 1.24 0.15 -0.074
N -0.58 1.02 -0.80 -0.436
O 2.78 0.90 -0.56 -0.149
S -0.58 -2.10 0.23 0.764
S -2.21 0.96 -0.92 0.688
```

Values from the calculation:
net charge	0
SMILES string	NC(=S)/C(=N\S)NO



## two
The following is a quantum chemistry calculation of an isolated molecule of C2H5N3OS2, from the OMol25 dataset.

XYZ file:
```
13
Properties=species:S:1:pos:R:3:lowdin_charge:R:1
C 0.24 -0.04 -0.10 -0.661
C -2.41 -0.61 -0.77 -1.094
H 0.25 0.69 2.39 0.081
H 0.46 2.20 1.74 0.057
H 2.17 0.54 0.38 0.147
H -1.81 -1.20 -1.48 0.021
H 2.02 -1.54 -1.94 0.096
N 0.87 1.30 1.82 -0.016
N 1.17 0.76 0.57 -0.101
N 0.52 -0.84 -1.06 -0.024
O 1.96 -1.00 -1.13 -0.094
S -1.43 0.31 0.32 0.939
S -3.99 -0.55 -0.74 0.649
```

Values from the calculation:
net charge	0
SMILES string	NN/C(=N\O)SC=S



## three
The following is a quantum chemistry calculation of an isolated molecule of C2H5N3OS2, from the OMol25 dataset.

XYZ file:
```
13
Properties=species:S:1:pos:R:3:lowdin_charge:R:1
C 0.54 0.24 -0.05 -0.385
C -1.74 -0.16 -0.51 -0.779
H 1.45 0.24 -2.35 0.244
H 2.42 0.20 -0.31 0.113
H 1.07 0.32 1.90 0.048
H -1.58 -0.98 2.07 -0.131
H -2.08 0.14 0.57 0.030
N 1.70 0.77 -0.49 -0.091
N 0.40 -0.03 1.31 -0.309
N -0.45 -0.15 -0.91 0.016
O 1.80 1.13 -1.69 -0.043
S -0.33 -1.47 1.91 0.800
S -3.20 -0.24 -1.44 0.486
```

Values from the calculation:
net charge	0
SMILES string	ON/C(=N/C=S)NS



Result of the stability comparison: two is the most stable of them.



## one
The following is a quantum chemistry calculation of a cluster of 2 separate species, C3H3BrO in total, from the OMol25 dataset.

XYZ file:
```
8
Properties=species:S:1:pos:R:3:lowdin_charge:R:1
C 1.44 0.41 0.32 -0.630
C 1.91 2.38 -0.48 -0.086
C 0.12 -0.09 0.07 -0.234
O 2.51 3.05 0.21 0.024
Br 2.90 -0.73 0.01 0.686
H -0.16 -1.16 0.27 0.108
H 0.14 -0.13 -0.95 0.053
H -0.63 0.63 0.34 0.079
```

Values from the calculation:
net charge	0



## two
The following is a quantum chemistry calculation of an isolated molecule of C3H3BrO, from the OMol25 dataset.

XYZ file:
```
8
Properties=species:S:1:pos:R:3:lowdin_charge:R:1
C 0.29 -0.22 0.26 0.100
C -0.90 -0.11 -0.32 -0.201
C -1.95 -1.02 -0.02 -0.559
O -2.09 -2.13 0.34 0.126
Br -3.87 0.16 -0.37 0.289
H 0.88 0.58 -0.10 0.058
H 0.71 -0.86 0.95 0.067
H -1.01 0.68 -1.11 0.121
```

Values from the calculation:
net charge	0
SMILES string	C=CC(=O)Br



## three
The following is a quantum chemistry calculation of a cluster of 2 separate species, C3H3BrO in total, from the OMol25 dataset.

XYZ file:
```
8
Properties=species:S:1:pos:R:3:lowdin_charge:R:1
C -0.02 -0.88 -0.17 -0.014
C 0.31 0.47 -0.23 -0.146
C -1.33 -0.44 -0.32 -0.018
O -0.95 0.93 -0.29 -0.003
Br 2.61 1.44 2.21 -0.028
H 0.44 -1.80 -0.18 0.076
H 1.17 0.98 -0.23 0.019
H -2.25 -0.70 -0.79 0.114
```

Values from the calculation:
net charge	0



Result of the stability comparison: two is the most stable of them.



## one
The following is a quantum chemistry calculation of a cluster of 2 separate species, C3HNO2 in total, from the OMol25 dataset.

XYZ file:
```
7
Properties=species:S:1:pos:R:3:lowdin_charge:R:1
O -1.10 0.33 -2.48 0.114
C -0.37 0.75 -1.73 0.009
C 0.07 -0.20 0.39 -0.145
O 0.86 0.80 0.46 0.016
C 0.05 -1.06 1.54 -0.196
N -0.15 -1.89 2.32 0.165
H 0.70 1.24 -0.44 0.036
```

Values from the calculation:
net charge	0



## two
The following is a quantum chemistry calculation of an isolated molecule of C3HNO2, from the OMol25 dataset.

XYZ file:
```
7
Properties=species:S:1:pos:R:3:lowdin_charge:R:1
O 1.42 -1.49 0.87 0.151
C 0.89 -1.26 -0.16 -0.259
C -0.57 0.37 0.56 0.014
O 0.18 -0.06 -0.43 -0.027
C -1.14 1.64 0.16 -0.204
N -1.69 2.66 0.06 0.172
H 0.89 -1.87 -1.08 0.153
```

Values from the calculation:
net charge	0



## three
The following is a quantum chemistry calculation of an isolated molecule of C3HNO2, from the OMol25 dataset.

XYZ file:
```
7
Properties=species:S:1:pos:R:3:lowdin_charge:R:1
C 0.49 0.96 0.29 -0.003
C -0.02 -0.57 0.25 -0.413
C -0.95 -0.95 -0.58 -0.121
H 1.09 1.23 1.13 0.104
N -1.63 -1.31 -1.48 0.262
O 0.52 1.90 -0.67 -0.016
O 0.50 -1.26 1.05 0.187
```

Values from the calculation:
net charge	0
SMILES string	N#CC(=O)C=O



Result of the stability comparison: three is the most stable of them.



## one
The following is a quantum chemistry calculation of the ion C3H6FO2S with charge -1, from the OMol25 dataset.

XYZ file:
```
13
Properties=species:S:1:pos:R:3:lowdin_charge:R:1
C 0.89 0.50 1.11 -0.079
C -1.06 0.78 -0.52 -0.062
C -0.17 -0.17 0.26 -0.791
O -0.84 -1.24 0.88 -0.342
O -0.59 -1.92 -1.67 -0.501
F 1.89 -1.25 -1.33 -0.569
S 0.25 -1.71 -0.50 0.919
H 0.45 0.99 1.98 0.072
H 1.60 -0.25 1.45 0.067
H 1.42 1.24 0.51 0.074
H -2.07 0.38 -0.55 0.073
H -0.69 0.86 -1.55 0.075
H -1.08 1.78 -0.07 0.065
```

Values from the calculation:
net charge	-1



## two
The following is a quantum chemistry calculation of a cluster of 2 separate species, C3H6FO2S in total, from the OMol25 dataset.

XYZ file:
```
13
Properties=species:S:1:pos:R:3:lowdin_charge:R:1
C 0.72 0.66 1.12 -0.104
C 1.28 -0.55 -1.22 -0.082
C 0.44 -0.43 0.03 -0.354
O -3.13 1.47 0.37 -0.681
O -3.65 -0.44 -0.97 -0.661
F 0.35 -1.70 0.62 -0.081
S -2.82 -0.02 0.17 0.581
H 0.11 1.67 1.12 0.091
H 0.46 0.21 2.09 0.052
H 1.77 1.10 1.25 0.059
H 1.17 0.17 -1.95 0.036
H 1.00 -1.46 -1.78 0.080
H 2.29 -0.66 -0.85 0.063
```

Values from the calculation:
net charge	-1



Result of the stability comparison: one is the most stable of them.



## one
The following is a quantum chemistry calculation of an isolated molecule of C3H2N2O2, from the OMol25 dataset.

XYZ file:
```
9
Properties=species:S:1:pos:R:3:lowdin_charge:R:1
N 2.21 0.98 0.62 0.184
C 1.08 0.48 0.55 -0.118
O -0.14 -0.25 -1.10 0.013
C -1.31 -0.48 -0.44 -0.598
O -1.42 -1.50 -1.24 0.123
C 0.06 -0.12 1.26 -0.030
N -1.00 -0.68 1.07 0.174
H 2.61 1.27 -0.27 0.096
H -2.08 0.30 -0.46 0.155
```

Values from the calculation:
net charge	0



## two
The following is a quantum chemistry calculation of an isolated molecule of C3H2N2O2, from the OMol25 dataset.

XYZ file:
```
9
Properties=species:S:1:pos:R:3:lowdin_charge:R:1
N 0.68 -0.63 -1.30 0.236
C -0.28 -0.57 -0.51 -0.527
O -0.51 0.22 0.60 0.044
C 0.38 1.17 0.99 -0.266
O 1.42 1.43 0.45 0.099
C -1.73 -1.25 -0.89 0.001
N -1.14 -2.06 -0.23 0.183
H 1.39 0.08 -1.08 0.075
H -0.01 1.66 1.89 0.154
```

Values from the calculation:
net charge	0



Result of the stability comparison: two is the most stable of them.



## one
The following is a quantum chemistry calculation of a structure of composition C3H2N2O2, from the OMol25 dataset.

XYZ file:
```
9
Properties=species:S:1:pos:R:3:lowdin_charge:R:1
O -2.89 -0.44 -0.53 0.132
C -1.83 -0.02 -0.20 -0.268
C -0.62 0.21 0.24 -0.096
N 0.51 0.86 0.12 0.096
C 1.64 0.26 0.00 -0.166
N 1.71 -1.15 0.04 -0.004
O 0.60 -1.66 -0.03 -0.017
H -1.65 1.14 0.39 0.214
H 2.57 0.81 -0.02 0.109
```

Values from the calculation:
net charge	0



## two
The following is a quantum chemistry calculation of an isolated molecule of C3H2N2O2, from the OMol25 dataset.

XYZ file:
```
9
Properties=species:S:1:pos:R:3:lowdin_charge:R:1
O 0.08 1.88 -1.92 0.102
C 0.60 0.98 -1.31 -0.163
C 0.13 0.61 0.10 -0.423
N 0.40 -0.77 0.38 0.030
C -0.69 -1.46 0.96 -0.166
N 0.00 -1.08 1.92 0.226
O -0.37 1.39 0.86 0.138
H 1.41 0.36 -1.73 0.124
H -1.58 -1.99 0.66 0.133
```

Values from the calculation:
net charge	0
SMILES string	O=CC(=O)N1C=N1



Result of the stability comparison: two is the most stable of them.